DFT (ωB97M-V/def2-TZVPD) results for C18H22F6IrN3O10S2 as an isolated structure at a distorted geometry.

* ΔE to the lowest compared entry with this formula, charge and spin: 265.1 kJ/mol
* frontier orbital gap: 7.6 eV
* LUMO level: -0.02462 hartree

CARTESIAN COORDINATES (ANGSTROEM)
1 Ir 0.25 0.73 -0.47
2 C 2.95 -5.48 0.98
3 O 1.56 -5.70 0.76
4 C 0.82 -4.67 0.30
5 C -0.54 -4.96 0.08
6 C -1.35 -3.97 -0.39
7 C -0.88 -2.66 -0.64
8 C -1.75 -1.65 -1.19
9 C -3.14 -2.00 -1.63
10 O -1.40 -0.47 -1.32
11 C 0.48 -2.39 -0.42
12 O 1.04 -1.23 -0.69
13 C 1.32 -3.41 0.05
14 H 3.35 -6.42 1.33
15 H 3.10 -4.71 1.74
16 H 3.45 -5.18 0.06
17 H -0.90 -5.96 0.27
18 H -2.40 -4.20 -0.57
19 H -3.70 -2.46 -0.82
20 H -3.11 -2.70 -2.47
21 H -3.64 -1.09 -1.96
22 H 2.36 -3.15 0.21
23 C 3.72 2.23 -2.43
24 C 2.56 1.94 -1.54
25 N 1.80 0.90 -1.68
26 O 2.07 0.01 -2.68
27 C 2.23 2.74 -0.40
28 C 2.96 3.96 0.03
29 N 1.22 2.26 0.30
30 O 0.78 2.78 1.35
31 H 3.78 1.52 -3.24
32 H 4.64 2.21 -1.85
33 H 3.61 3.24 -2.84
34 H 1.71 -0.81 -2.27
35 H 3.92 3.71 0.50
36 H 2.36 4.50 0.76
37 H 3.16 4.62 -0.81
38 F -1.50 4.47 0.79
39 C -2.22 3.46 1.24
40 F -3.49 3.85 1.37
41 F -1.79 3.07 2.43
42 S -2.12 2.01 0.02
43 O -1.10 2.33 -1.02
44 O -1.55 0.93 0.84
45 N -3.56 1.79 -0.38
46 S -4.25 1.91 -1.83
47 O -5.65 1.76 -1.64
48 O -3.56 1.16 -2.83
49 C -4.00 3.69 -2.34
50 F -3.77 4.47 -1.28
51 F -2.96 3.79 -3.16
52 F -5.09 4.11 -2.96
53 C 1.70 0.13 4.16
54 C 1.10 -0.38 2.88
55 C -0.17 -1.19 2.98
56 O 1.58 -0.08 1.81
57 H 1.77 -0.67 4.91
58 H 1.03 0.90 4.57
59 H 2.67 0.57 3.97
60 H -0.12 -1.89 3.82
61 H -0.35 -1.73 2.05
62 H -1.00 -0.51 3.16